(a)
{
  "formula": "C18H34O3",
  "method": "the ωB97M-V functional and the def2-TZVPD basis",
  "charge": 0,
  "smiles": "CCCCCCCCCCCCC(=O)CCCCC(=O)O",
  "orbital_gap_ev": 9.860,
  "species": ["C", "C", "C", "C", "C", "C", "C", "C", "C", "C", "C", "C", "C", "O", "C", "C", "C", "C", "C", "O", "O", "H", "H", "H", "H", "H", "H", "H", "H", "H", "H", "H", "H", "H", "H", "H", "H", "H", "H", "H", "H", "H", "H", "H", "H", "H", "H", "H", "H", "H", "H", "H", "H", "H", "H"],
  "coordinates": [[-6.52, -2.43, 2.15], [-5.67, -1.95, 0.98], [-6.21, -0.64, 0.39], [-5.45, -0.18, -0.85], [-4.01, 0.25, -0.57], [-3.34, 0.82, -1.81], [-1.86, 1.13, -1.61], [-1.62, 2.28, -0.63], [-0.16, 2.74, -0.59], [0.78, 1.69, 0.02], [2.20, 2.22, 0.14], [3.14, 1.17, 0.73], [4.58, 1.62, 0.75], [4.97, 2.59, 0.16], [5.52, 0.76, 1.59], [5.49, -0.72, 1.20], [5.91, -0.92, -0.26], [5.68, -2.35, -0.72], [4.22, -2.67, -0.89], [3.31, -1.89, -0.82], [4.03, -3.97, -1.13], [-6.54, -1.68, 2.94], [-7.55, -2.61, 1.83], [-6.12, -3.35, 2.56], [-5.66, -2.71, 0.20], [-4.64, -1.80, 1.32], [-7.26, -0.79, 0.13], [-6.16, 0.14, 1.15], [-5.45, -0.99, -1.59], [-5.99, 0.66, -1.29], [-3.44, -0.61, -0.21], [-4.02, 1.00, 0.22], [-3.43, 0.09, -2.62], [-3.86, 1.72, -2.13], [-1.35, 0.24, -1.25], [-1.42, 1.40, -2.57], [-1.93, 1.99, 0.37], [-2.24, 3.13, -0.94], [0.18, 2.98, -1.60], [-0.10, 3.65, 0.01], [0.79, 0.80, -0.61], [0.41, 1.41, 1.00], [2.58, 2.51, -0.84], [2.22, 3.11, 0.78], [3.08, 0.26, 0.12], [2.83, 0.90, 1.74], [5.23, 0.87, 2.63], [6.53, 1.16, 1.47], [6.17, -1.27, 1.85], [4.49, -1.11, 1.35], [5.34, -0.24, -0.90], [6.97, -0.66, -0.37], [6.15, -2.52, -1.70], [6.11, -3.07, -0.03], [3.08, -4.16, -1.26]]
}



(b)
{
  "formula": "C18H34O3",
  "method": "the ωB97M-V functional and the def2-TZVPD basis",
  "charge": 0,
  "smiles": "CCCCCCCC/C=C\\CCCCCC[C@@H](O)C(=O)O",
  "orbital_gap_ev": 9.711,
  "species": ["C", "C", "C", "C", "C", "C", "C", "C", "C", "C", "C", "C", "C", "C", "C", "C", "C", "O", "C", "O", "O", "H", "H", "H", "H", "H", "H", "H", "H", "H", "H", "H", "H", "H", "H", "H", "H", "H", "H", "H", "H", "H", "H", "H", "H", "H", "H", "H", "H", "H", "H", "H", "H", "H", "H"],
  "coordinates": [[8.55, 0.65, 0.27], [7.07, 0.29, 0.35], [6.18, 1.52, 0.14], [4.69, 1.23, 0.32], [4.10, 0.34, -0.77], [2.60, 0.14, -0.58], [2.00, -0.75, -1.66], [0.51, -1.01, -1.43], [0.29, -1.83, -0.20], [-0.25, -1.45, 0.95], [-0.82, -0.11, 1.30], [-2.27, -0.23, 1.77], [-3.19, -0.74, 0.67], [-4.63, -0.86, 1.16], [-5.58, -1.46, 0.12], [-5.77, -0.64, -1.16], [-6.56, 0.67, -0.96], [-7.78, 0.45, -0.30], [-5.77, 1.73, -0.22], [-6.18, 2.28, 0.77], [-4.60, 2.02, -0.78], [8.81, 1.38, 1.03], [9.17, -0.24, 0.41], [8.79, 1.07, -0.71], [6.86, -0.14, 1.33], [6.84, -0.46, -0.41], [6.48, 2.29, 0.85], [6.35, 1.92, -0.87], [4.15, 2.18, 0.33], [4.54, 0.76, 1.30], [4.60, -0.63, -0.76], [4.29, 0.80, -1.74], [2.42, -0.32, 0.40], [2.10, 1.11, -0.58], [2.53, -1.70, -1.69], [2.13, -0.27, -2.64], [0.11, -1.56, -2.29], [-0.02, -0.06, -1.37], [0.67, -2.85, -0.28], [-0.32, -2.17, 1.75], [-0.21, 0.32, 2.10], [-0.77, 0.57, 0.44], [-2.62, 0.75, 2.11], [-2.31, -0.91, 2.63], [-3.13, -0.06, -0.18], [-2.84, -1.72, 0.34], [-4.99, 0.12, 1.47], [-4.65, -1.50, 2.04], [-5.21, -2.44, -0.16], [-6.57, -1.59, 0.58], [-6.34, -1.25, -1.87], [-4.81, -0.40, -1.61], [-6.76, 1.09, -1.96], [-7.77, 0.99, 0.50], [-4.14, 2.71, -0.27]]
}



Of them, the most stable is (a) and the least stable is (b).



(a)
{
  "formula": "C6H12OS",
  "method": "the ωB97M-V functional and the def2-TZVPD basis",
  "charge": 0,
  "orbital_gap_ev": 7.999,
  "species": ["C", "C", "C", "C", "C", "C", "H", "H", "H", "H", "H", "H", "H", "H", "H", "H", "H", "H", "O", "S"],
  "coordinates": [[-3.61, -0.01, -0.27], [-0.99, 0.49, -0.15], [0.37, 0.54, -0.17], [1.16, 1.77, 0.38], [1.16, -0.84, -0.35], [1.76, -1.40, 0.97], [-4.55, 0.29, 0.87], [-3.39, 1.12, -0.95], [-4.08, -1.12, -0.96], [-1.46, 1.59, -0.34], [2.15, 2.03, -0.42], [0.70, 2.83, 0.37], [1.59, 1.44, 1.51], [0.58, -1.54, -0.85], [1.96, -2.61, 0.78], [1.12, -1.37, 2.00], [2.82, -0.82, 0.91], [2.42, -0.90, -2.35], [2.38, -0.58, -1.04], [-2.08, -0.91, 0.05]]
}



(b)
{
  "formula": "C6H12OS",
  "method": "the ωB97M-V functional and the def2-TZVPD basis",
  "charge": 0,
  "smiles": "CSC(=O)C(C)(C)C",
  "orbital_gap_ev": 10.014,
  "species": ["C", "S", "C", "O", "C", "C", "C", "C", "H", "H", "H", "H", "H", "H", "H", "H", "H", "H", "H", "H"],
  "coordinates": [[3.34, -0.25, 0.03], [1.88, 0.76, 0.02], [0.59, -0.48, 0.05], [0.87, -1.66, 0.08], [-0.85, 0.05, 0.00], [-0.96, 1.11, -1.08], [-1.77, -1.12, -0.32], [-1.22, 0.64, 1.37], [3.53, -0.82, -0.85], [3.14, -1.07, 0.64], [4.10, 0.41, 0.30], [-1.88, 1.61, -0.97], [-0.86, 0.68, -2.20], [-0.11, 1.86, -0.89], [-2.79, -0.95, 0.00], [-1.41, -2.00, 0.05], [-1.70, -1.08, -1.39], [-2.35, 0.74, 1.37], [-0.79, -0.08, 2.23], [-0.78, 1.67, 1.56]]
}



(c)
{
  "formula": "C6H12OS",
  "method": "the ωB97M-V functional and the def2-TZVPD basis",
  "charge": 0,
  "orbital_gap_ev": [7.311, 7.313],
  "species": ["C", "C", "C", "C", "C", "C", "O", "S", "H", "H", "H", "H", "H", "H", "H", "H", "H", "H", "H", "H"],
  "coordinates": [[-0.60, -0.32, -1.31], [0.49, -0.82, -0.31], [-1.53, 0.54, -0.47], [1.53, 0.21, 0.04], [-2.30, -0.33, 0.58], [2.11, 0.24, 1.41], [2.19, 0.85, -0.95], [-0.57, 1.98, 0.14], [-0.17, 0.38, -2.09], [-1.03, -1.26, -1.72], [0.18, -1.24, 0.57], [0.99, -1.47, -0.87], [-2.30, 1.00, -1.16], [-3.00, -0.87, 0.02], [-2.77, 0.41, 1.21], [-1.49, -0.86, 1.19], [3.03, 0.78, 1.40], [2.23, -0.81, 1.80], [1.42, 0.83, 2.21], [1.58, 0.78, -1.70]]
}



Of them, the most stable is (b) and the least stable is (a).



(a)
{
  "formula": "C21H27N3O4S",
  "method": "the ωB97M-V functional and the def2-TZVPD basis",
  "charge": 0,
  "smiles": "COc1ccc(-c2nc(CSCC(=O)NCCCN3CCCC3=O)c(C)o2)cc1",
  "orbital_gap_ev": 8.167,
  "species": ["C", "O", "C", "C", "C", "C", "C", "N", "C", "C", "S", "C", "C", "O", "N", "C", "C", "C", "N", "C", "C", "C", "C", "O", "C", "C", "O", "C", "C", "H", "H", "H", "H", "H", "H", "H", "H", "H", "H", "H", "H", "H", "H", "H", "H", "H", "H", "H", "H", "H", "H", "H", "H", "H", "H", "H"],
  "coordinates": [[4.51, -2.88, 0.63], [4.19, -1.86, 1.55], [3.43, -0.82, 1.12], [2.91, 0.02, 2.11], [2.05, 1.04, 1.78], [1.71, 1.27, 0.44], [0.69, 2.23, 0.09], [0.15, 2.39, -1.08], [-0.85, 3.31, -0.90], [-1.75, 3.73, -2.00], [-3.52, 3.48, -1.57], [-3.74, 1.67, -1.77], [-2.59, 0.87, -1.19], [-2.39, 0.78, 0.00], [-1.85, 0.25, -2.13], [-0.61, -0.44, -1.85], [-0.68, -1.95, -2.09], [-1.43, -2.68, -0.98], [-0.77, -2.53, 0.30], [-1.46, -1.96, 1.44], [-0.34, -1.75, 2.46], [0.69, -2.81, 2.07], [0.45, -3.00, 0.58], [1.22, -3.52, -0.21], [-0.87, 3.68, 0.41], [-1.74, 4.60, 1.19], [0.12, 3.00, 1.04], [2.31, 0.49, -0.55], [3.15, -0.55, -0.22], [5.21, -2.53, -0.13], [4.98, -3.67, 1.22], [3.61, -3.27, 0.15], [3.16, -0.18, 3.14], [1.61, 1.65, 2.55], [-1.53, 3.17, -2.91], [-1.68, 4.80, -2.19], [-3.90, 1.47, -2.83], [-4.66, 1.46, -1.22], [-2.08, 0.38, -3.10], [-0.36, -0.25, -0.81], [0.17, 0.00, -2.48], [-1.17, -2.15, -3.05], [0.33, -2.34, -2.13], [-2.44, -2.28, -0.88], [-1.49, -3.74, -1.23], [-1.94, -1.02, 1.17], [-2.22, -2.65, 1.81], [-0.69, -1.87, 3.49], [0.09, -0.76, 2.35], [1.72, -2.52, 2.28], [0.50, -3.77, 2.56], [-2.57, 4.04, 1.62], [-2.14, 5.37, 0.54], [-1.17, 5.05, 2.00], [2.09, 0.71, -1.58], [3.56, -1.16, -1.00]]
}



(b)
{
  "formula": "C21H27N3O4S",
  "method": "the ωB97M-V functional and the def2-TZVPD basis",
  "charge": 0,
  "smiles": "CCOc1ccc(S(=O)(=O)N2CCC[C@H](C(=O)NCc3cccnc3)C2)cc1C",
  "orbital_gap_ev": 9.574,
  "species": ["C", "C", "O", "C", "C", "C", "C", "S", "O", "O", "N", "C", "C", "C", "C", "C", "O", "N", "C", "C", "C", "C", "C", "N", "C", "C", "C", "C", "C", "H", "H", "H", "H", "H", "H", "H", "H", "H", "H", "H", "H", "H", "H", "H", "H", "H", "H", "H", "H", "H", "H", "H", "H", "H", "H", "H"],
  "coordinates": [[6.18, 0.81, 0.17], [5.25, 0.39, 1.30], [4.13, -0.35, 0.85], [3.10, 0.28, 0.22], [2.96, 1.66, 0.10], [1.85, 2.19, -0.54], [0.89, 1.35, -1.05], [-0.57, 2.01, -1.84], [-0.37, 3.39, -2.15], [-0.99, 1.12, -2.88], [-1.68, 1.84, -0.57], [-1.53, 2.87, 0.44], [-2.35, 2.50, 1.68], [-3.82, 2.30, 1.30], [-3.96, 1.27, 0.16], [-3.70, -0.13, 0.72], [-4.59, -0.78, 1.23], [-2.43, -0.56, 0.64], [-2.03, -1.86, 1.13], [-1.49, -2.78, 0.07], [-0.82, -3.94, 0.43], [-0.33, -4.79, -0.55], [-0.53, -4.43, -1.87], [-1.16, -3.33, -2.24], [-1.63, -2.53, -1.30], [-3.06, 1.68, -1.00], [1.02, -0.03, -0.94], [2.12, -0.58, -0.31], [2.30, -2.06, -0.19], [7.04, 1.32, 0.57], [6.51, -0.07, -0.38], [5.67, 1.46, -0.53], [5.77, -0.30, 1.97], [4.93, 1.26, 1.89], [3.71, 2.33, 0.49], [1.74, 3.26, -0.67], [-1.85, 3.84, 0.05], [-0.47, 2.93, 0.69], [-1.96, 1.58, 2.11], [-2.27, 3.30, 2.42], [-4.24, 3.25, 0.96], [-4.39, 1.97, 2.16], [-4.99, 1.27, -0.18], [-1.74, 0.03, 0.19], [-2.93, -2.30, 1.56], [-1.28, -1.74, 1.92], [-0.69, -4.18, 1.48], [0.18, -5.70, -0.29], [-0.17, -5.05, -2.68], [-2.14, -1.64, -1.65], [-3.43, 2.63, -1.43], [-3.06, 0.94, -1.80], [0.27, -0.66, -1.39], [3.29, -2.34, -0.52], [1.56, -2.58, -0.79], [2.20, -2.36, 0.85]]
}



Of them, the most stable is (a) and the least stable is (b).



(a)
{
  "formula": "C3H5Cl2F",
  "method": "the ωB97M-V functional and the def2-TZVPD basis",
  "charge": 0,
  "smiles": "FC(CCl)CCl",
  "orbital_gap_ev": 11.549,
  "species": ["F", "C", "C", "Cl", "C", "Cl", "H", "H", "H", "H", "H"],
  "coordinates": [[-1.75, 0.25, -0.60], [-0.47, -0.10, -0.46], [0.44, 1.11, -0.29], [0.41, 2.22, -1.64], [-0.29, -1.08, 0.72], [1.53, -1.42, 1.10], [-0.14, -0.68, -1.35], [1.45, 0.74, -0.29], [0.19, 1.79, 0.59], [-0.68, -0.70, 1.68], [-0.70, -2.12, 0.53]]
}



(b)
{
  "formula": "C3H5Cl2F",
  "method": "the ωB97M-V functional and the def2-TZVPD basis",
  "charge": 0,
  "smiles": "CC(Cl)(Cl)CF",
  "orbital_gap_ev": 11.692,
  "species": ["C", "C", "Cl", "Cl", "C", "F", "H", "H", "H", "H", "H"],
  "coordinates": [[0.23, 0.12, 1.35], [0.35, 0.38, -0.28], [1.99, 0.13, -0.69], [-0.27, 2.07, -0.55], [-0.51, -0.60, -1.12], [-1.80, -0.50, -0.54], [0.11, -1.00, 1.59], [1.15, 0.49, 1.92], [-0.64, 0.72, 1.65], [-0.40, -0.16, -2.15], [-0.20, -1.65, -1.16]]
}



Of them, the most stable is (a) and the least stable is (b).